[1]
C8H9O5PPd | wB97M-V/def2-TZVPD

Last column: Löwdin spin population.
Cartesian coordinates (Å):
H 0.54 -2.35 1.41  0.00
C -1.35 -0.08 1.81  0.05
C -2.09 -0.14 -1.14  0.12
H 0.32 2.32 1.41  0.00
H 2.01 -1.50 0.85  0.00
O -3.20 0.02 -0.84  0.01
C 0.96 1.44 1.42  0.06
O -0.28 -3.87 -1.13  0.01
C -0.70 3.49 -1.01  0.00
C -0.45 -0.11 -3.67  0.07
H 1.23 1.24 2.46  0.01
C 1.09 -1.41 1.44  0.03
Pd -0.19 -0.76 -1.76  1.03
H -1.92 -1.03 1.63  0.00
C 1.75 -0.03 -1.65  0.11
H 1.86 1.63 0.84  0.00
P 0.13 -0.05 0.71  0.34
O -0.02 4.30 -1.50  0.00
O 2.87 0.08 -1.84  0.02
H 1.35 -1.18 2.49  0.01
H -1.04 -0.05 2.88  0.01
O -0.59 0.02 -4.79  0.02
C -0.27 -2.82 -1.60  0.08
H -2.00 0.82 1.61  0.00

LUMO energy (spin up / spin down)	-8.29 / -12.51	eV
HOMO-LUMO gap (spin up / spin down)	8.647 / 6.595	eV
multiplicity	3
net charge	+2
⟨S²⟩	2.011

---

[2]
C7H9N3O4 | wB97M-V/def2-TZVPD

Last column: Löwdin charge in e.
Cartesian coordinates (Å):
C -1.58 -0.34 -0.79  -0.22
C -0.40 0.96 2.99  -0.06
H -1.22 0.49 3.59  0.09
O 0.28 -0.12 2.31  -0.11
C -0.53 -0.16 -1.80  -0.29
N -1.31 -0.34 0.49  0.19
C 1.07 -0.27 0.04  -0.11
N 1.86 -0.30 -2.27  -0.34
H 2.60 0.59 1.33  0.09
N 0.00 -0.23 0.92  -0.08
H 0.27 1.48 3.69  0.09
H 2.60 -1.18 1.27  0.10
C 0.86 -0.24 -1.32  -0.07
H 3.24 -0.25 -0.12  0.09
C -3.03 -0.21 -1.17  -0.02
H -3.60 -1.08 -0.82  0.09
O 2.12 0.70 -2.95  0.12
O -0.77 -0.11 -3.02  0.06
H -3.40 0.74 -0.72  0.10
O 2.46 -1.39 -2.36  0.09
H -3.12 -0.18 -2.25  0.07
H -0.85 1.70 2.30  0.09
C 2.46 -0.27 0.67  0.02

LUMO energy	-0.36	eV
SMILES string	COn1nc(C)c(=O)c([N+](=O)[O-])c1C
HOMO-LUMO gap	8.781	eV
net charge	0
ΔE to the lowest compared entry with this formula, charge and spin	145.4	kcal per mole

---

[3]
C2H3NS | wB97M-V/def2-TZVPD

Last column: Löwdin charge in e.
Cartesian coordinates (Å):
H -0.76 0.29 -1.23  -0.01
C 1.50 0.74 0.77  -0.09
C -1.21 -0.45 -0.61  -0.57
S -0.79 -2.04 -0.50  0.56
H -1.77 -0.05 0.15  -0.05
H 2.47 0.16 0.61  0.10
N 0.55 1.35 0.81  0.06

LUMO energy (spin up / spin down)	-0.45 / -0.45	eV
SMILES string	C#N.C=S
HOMO-LUMO gap (spin up / spin down)	8.377 / 8.377	eV
net charge	0
ΔE to the lowest compared entry with this formula, charge and spin	41.8	kcal per mole

---

Copy entry 3 word for word.
C2H3NS | wB97M-V/def2-TZVPD

Last column: Löwdin charge in e.
Cartesian coordinates (Å):
H -0.76 0.29 -1.23  -0.01
C 1.50 0.74 0.77  -0.09
C -1.21 -0.45 -0.61  -0.57
S -0.79 -2.04 -0.50  0.56
H -1.77 -0.05 0.15  -0.05
H 2.47 0.16 0.61  0.10
N 0.55 1.35 0.81  0.06

LUMO energy (spin up / spin down)	-0.45 / -0.45	eV
SMILES string	C#N.C=S
HOMO-LUMO gap (spin up / spin down)	8.377 / 8.377	eV
net charge	0
ΔE to the lowest compared entry with this formula, charge and spin	41.8	kcal per mole